14
Properties=species:S:1:pos:R:3:forces:R:3:lowdin_charge:R:1 method="wB97M-V/def2-TZVPD" s_squared=0.76 multiplicity=2 orbital_gap_ev="11.189 / 6.098"
O -2.6708 1.8304 0.1612 0.9 0.2 0.1 0.100
C -2.9136 0.6626 0.3313 -0.8 0.9 0.5 -0.319
N -2.0328 -0.2948 0.7201 -1.0 -0.2 -0.5 0.146
C -0.6113 -0.1623 0.9977 -2.9 -4.1 -0.5 -0.580
O -0.2476 0.9988 1.2579 0.9 1.8 0.1 0.322
O -0.0600 -1.2608 1.0467 0.8 1.8 0.7 0.071
H -3.9979 0.3803 0.2785 0.8 -0.6 -0.2 0.157
H -2.4387 -1.2445 0.6723 1.1 0.6 0.3 0.171
H 4.1955 2.4112 -1.1066 0.8 -0.2 -0.3 0.041
H 3.4838 1.2252 -0.7535 0.4 -0.8 -0.1 0.030
O 4.3698 1.4523 -1.0820 -1.2 1.0 0.4 -0.072
H 0.2636 -1.8975 -0.5094 0.7 -0.3 -0.5 -0.018
H 1.7583 -2.0119 -0.7890 -0.1 -0.1 -0.1 0.032
O 0.9019 -2.0891 -1.2253 -0.2 0.0 0.0 -0.081

10
Properties=species:S:1:pos:R:3:forces:R:3:lowdin_charge:R:1 method="wB97M-V/def2-TZVPD" orbital_gap_ev="8.660 / 7.492"
C 0.9111 -0.3112 0.5353 -0.5 0.5 4.9 -0.241
C -0.1293 0.7277 0.3278 0.0 -1.0 -4.8 -0.069
N -1.7127 -0.8452 -0.4737 -0.3 1.9 2.9 -0.414
P -1.1017 -1.3480 -1.7588 1.7 -0.4 -2.3 0.610
H 1.1343 -0.9116 -0.2787 0.6 -0.6 -2.0 -0.022
H 1.8694 0.0959 1.0257 -1.2 -0.5 -0.8 0.101
H 0.4574 -1.0359 1.2910 0.8 0.8 -0.7 0.088
H 0.0174 1.2780 -0.6838 -0.6 -0.5 2.0 0.083
H -0.9420 1.0260 0.9389 0.0 0.2 0.9 0.034
H -1.9663 -2.4175 -2.0931 -0.5 -0.4 0.0 -0.171

Going through the records in order, we get max |F| values of 5.1 4.9 eV/Å.